1.
Density functional theory data (the ωB97M-V functional and the def2-TZVPD basis) for one molecule with the formula C6H9NO at a distorted geometry.

Structure (XYZ):
```
17
Properties=species:S:1:pos:R:3:forces:R:3:lowdin_charge:R:1
C 1.167313 -1.312918 0.184395 -0.54 -4.57 4.86 -0.202
C 1.107767 1.368377 0.159651 -0.28 2.01 1.39 -0.072
C -0.481703 1.049151 0.176341 -0.40 -0.42 0.88 -0.180
C -0.448113 -1.010573 0.275157 -1.22 -4.53 2.14 -0.286
C -2.073150 -0.774468 0.015853 1.19 1.53 0.77 -0.006
C -2.130029 0.580777 0.126407 -0.79 0.78 0.15 -0.008
H 1.623322 -2.072797 -0.389444 -0.08 -0.63 -1.76 0.096
H 1.428587 -1.799713 1.211168 -0.37 1.39 -0.99 0.133
H 2.270213 0.039192 -0.952041 -1.26 -0.85 1.69 0.147
H 1.192416 2.008655 -0.718775 0.98 -0.47 -0.36 0.085
H 1.448030 2.096049 1.027331 -0.24 -2.44 -1.16 0.135
H -0.442237 0.816182 -0.907737 0.02 -0.70 0.30 0.111
H -0.369508 -0.849011 -0.684825 0.50 2.13 -5.53 0.044
H -2.771531 -1.281361 -0.639095 -0.07 -0.59 0.69 0.092
H -3.063447 1.224240 0.083192 1.59 -0.80 -0.39 0.104
N 1.709442 -0.086940 -0.051428 2.79 6.35 -3.26 -0.035
O -0.167379 0.005164 1.083854 -1.78 1.81 0.56 -0.158
```
Positions in Å, forces in eV/Å.

## Properties
2S+1   1
Lowest unoccupied orbital energy   0.788 eV
Net charge   0
ΔE to the lowest compared entry with this formula, charge and spin   11.892 eV
HOMO energy   -8.1 eV
SMILES string   C1=C[C@H]2CNC[C@@H]1O2
Frontier orbital gap   8.91 eV

---

2.
Density functional theory data (the ωB97M-V functional and the def2-TZVPD basis) for C12H24NO4P2Sr as an isolated structure at a distorted geometry.

Structure (XYZ):
```
44
Properties=species:S:1:pos:R:3:forces:R:3:lowdin_charge:R:1
Sr 0.320498 1.498157 0.135224 0.71 -1.96 -1.29 1.316
P 2.353718 -1.131770 0.382062 1.14 -0.71 -1.87 0.772
C 2.268507 -1.596002 -1.349982 -0.95 1.81 -1.39 -0.369
C 1.109424 -1.516304 -2.140209 1.24 -0.40 1.79 -0.386
N -0.015417 -0.823494 -1.644478 -0.03 -0.02 -0.33 0.003
C -1.184942 -1.219738 -2.179413 -0.34 -0.77 -0.86 -0.382
C -1.305032 -2.180041 -3.199451 -1.38 1.60 1.06 -0.094
C -0.176583 -2.708257 -3.813261 1.60 0.10 0.35 -0.099
C 1.056491 -2.363484 -3.309435 -0.87 0.16 -0.74 -0.060
C -2.510827 -0.662047 -1.654150 0.67 -0.77 -0.13 -0.331
P -2.510036 0.960200 -0.836609 -0.64 -0.15 -0.75 0.769
H 1.996070 -2.771519 -3.707144 -0.54 0.19 0.27 0.111
H -2.313038 -2.369865 -3.564757 0.28 -0.19 0.01 0.098
H -0.294170 -3.409139 -4.622964 0.14 -0.08 -0.20 0.102
H -3.161447 -0.606856 -2.529996 -0.30 0.03 0.28 0.089
H -2.928875 -1.395840 -0.952332 0.02 0.14 -0.08 0.097
H 3.357719 1.661597 -2.573420 0.02 -1.17 0.78 0.079
H 3.173212 -1.854386 -1.898271 0.05 -0.33 0.44 0.064
H -0.592309 5.096034 -2.402337 0.86 -1.57 0.62 0.088
O 2.772955 1.701273 -1.784628 -0.46 2.35 -1.50 -0.117
H 2.401912 2.575540 -2.094334 0.07 -0.86 0.92 0.059
H 0.517701 3.349181 3.091285 0.13 -0.01 0.09 0.129
O -0.697487 4.449657 -1.640328 -1.30 2.73 -1.01 -0.119
H -1.470829 4.990501 -1.324584 0.64 -1.28 0.61 0.067
C -2.786407 1.994257 -2.322567 0.14 0.53 -0.11 -0.292
H -3.764036 1.761289 -2.771521 0.37 0.02 0.12 0.055
H -2.761680 3.050305 -2.028687 -0.10 -0.20 -0.26 0.013
H -1.994167 1.825590 -3.063789 -0.16 0.04 0.17 0.056
C -4.223642 0.987347 -0.181024 -0.07 0.21 0.55 -0.278
H -4.278030 1.811656 0.543728 -0.27 -0.24 -0.14 0.034
H -4.967985 1.161178 -0.975103 0.37 -0.15 0.26 0.054
H -4.460008 0.046597 0.337058 0.11 0.33 -0.10 0.050
C 2.411920 -2.924300 0.862263 -0.34 -0.03 1.15 -0.294
H 3.413955 -3.341174 0.637539 -0.61 0.25 0.04 0.047
H 2.204944 -3.002663 1.940817 0.14 -0.44 -0.18 0.021
H 1.635040 -3.463692 0.278009 0.54 0.44 0.51 0.051
C 4.186498 -0.717095 0.482553 -0.37 0.18 0.74 -0.305
H 4.337114 -0.407848 1.531327 0.38 -0.08 -0.37 0.020
H 4.829746 -1.594992 0.277124 -0.44 0.48 -0.03 0.043
H 4.453603 0.129431 -0.177342 -0.24 -0.47 0.30 0.022
O -0.416783 0.484932 2.489921 0.77 3.26 1.79 -0.024
C -0.151951 1.492034 3.152822 0.15 -1.64 -2.41 -0.254
O 0.501502 2.565179 2.525431 -0.91 -1.11 0.47 -0.061
H -0.335049 1.673472 4.201956 -0.22 -0.23 0.40 0.159
```
Positions in Å, forces in eV/Å.

## Properties
2S+1   1
Lowest unoccupied orbital energy   -3.554 eV
Net charge   +1
HOMO energy   -7.6 eV
Frontier orbital gap   4.08 eV

---

3.
Density functional theory data (the ωB97M-V functional and the def2-TZVPD basis) for C57H61NOOsP2Sb as an isolated structure at a distorted geometry.

Structure (XYZ):
```
124
Properties=species:S:1:pos:R:3:forces:R:3:lowdin_charge:R:1
Os -0.647959 -0.042362 -0.162337 0.13 1.57 -1.17 0.829
O -1.399067 1.696254 -1.742461 0.07 -0.83 0.65 -0.170
C -1.176232 3.035398 -1.362843 0.03 -0.06 -0.10 -0.256
C -0.999397 4.072593 -2.262196 0.11 0.05 -0.14 -0.006
C -0.904858 5.371803 -1.774080 -0.01 -0.01 -0.08 -0.018
C -0.987402 5.632498 -0.412368 -0.01 0.03 0.03 -0.030
C -1.100064 4.573572 0.471901 0.10 0.10 -0.01 -0.049
C -1.157086 3.262952 -0.001953 0.06 -0.08 0.35 -0.283
P -1.274765 1.881827 1.161312 -0.10 -0.33 0.12 0.987
C -2.957107 2.109930 1.791341 0.05 0.10 -0.03 -0.374
C -3.965646 1.950788 0.838174 -0.05 0.16 -0.08 -0.171
C -5.283522 2.226288 1.155789 -0.06 0.00 -0.02 -0.056
C -5.605695 2.670366 2.436503 -0.02 -0.02 -0.03 -0.034
C -4.604950 2.851519 3.379012 0.05 -0.02 0.03 -0.031
C -3.276506 2.577741 3.061063 -0.16 0.01 0.00 -0.059
C -0.098588 2.202027 2.493174 -0.02 0.06 0.05 -0.356
C 1.033584 2.998839 2.306158 0.04 -0.09 0.14 -0.080
C 1.921339 3.199476 3.359996 0.03 0.00 -0.09 -0.041
C 1.683174 2.615077 4.597169 0.03 0.01 0.06 -0.036
C 0.568377 1.802895 4.780737 -0.01 0.02 0.06 -0.056
C -0.308096 1.584341 3.729712 -0.12 0.09 0.07 -0.140
C -1.579955 1.341946 -3.091537 -0.25 0.11 0.06 -0.263
C -2.440577 2.050508 -3.912262 -0.19 0.12 0.02 -0.004
C -2.583776 1.651203 -5.232449 0.00 0.01 -0.06 -0.014
C -1.882297 0.551264 -5.718934 -0.02 -0.02 -0.02 -0.024
C -1.085906 -0.184029 -4.859101 -0.04 -0.04 -0.13 -0.046
C -0.943604 0.201810 -3.524180 0.15 -0.21 0.05 -0.297
P -0.046430 -0.865235 -2.364719 -0.34 -0.51 0.10 1.003
C 1.695509 -0.667417 -2.800185 -0.04 0.04 0.02 -0.355
C 2.662377 -1.519877 -2.256620 0.14 0.07 -0.04 -0.105
C 3.998811 -1.368669 -2.594297 -0.06 0.01 0.02 -0.040
C 4.380481 -0.360634 -3.476645 0.09 -0.02 0.02 -0.033
C 3.426529 0.490813 -4.016241 -0.07 0.03 -0.05 -0.055
C 2.088630 0.349938 -3.671147 0.11 0.00 -0.08 -0.072
C -0.578631 -2.515427 -2.915794 0.17 0.04 -0.14 -0.356
C 0.285250 -3.453555 -3.477851 0.00 -0.09 0.05 -0.061
C -0.224866 -4.631523 -4.018647 0.10 0.02 0.04 -0.038
C -1.589277 -4.873913 -4.009125 -0.05 -0.02 0.00 -0.034
C -2.458206 -3.929626 -3.468170 -0.02 -0.04 0.01 -0.050
C -1.952127 -2.760116 -2.928366 0.00 -0.03 -0.19 -0.154
H -0.933734 3.895021 -3.326200 -0.04 0.02 0.05 0.123
H -0.784516 6.188320 -2.479225 0.00 -0.10 0.09 0.130
H -0.952016 6.651098 -0.043429 0.01 -0.10 -0.04 0.127
H -1.129199 4.760602 1.540227 -0.01 -0.02 -0.06 0.129
H -3.713949 1.644100 -0.175594 0.00 0.08 0.05 0.072
H -6.061492 2.109329 0.408880 0.06 0.02 0.06 0.122
H -6.636497 2.888277 2.690713 0.08 -0.01 -0.02 0.125
H -4.850505 3.219668 4.368119 0.01 -0.03 -0.06 0.125
H -2.513163 2.749405 3.805721 0.02 0.03 -0.01 0.103
H 1.214165 3.483709 1.357266 0.01 0.04 -0.05 0.102
H 2.792097 3.833331 3.216008 -0.14 -0.09 0.02 0.121
H 2.361312 2.798422 5.425524 -0.08 -0.03 -0.12 0.125
H 0.383976 1.339611 5.745341 0.01 0.06 -0.11 0.127
H -1.165339 0.933825 3.877715 0.03 0.04 0.02 0.106
H -3.000405 2.895924 -3.529542 0.06 -0.06 -0.04 0.136
H -3.254290 2.202760 -5.883375 0.08 -0.07 0.07 0.131
H -1.986052 0.248494 -6.754870 0.01 0.04 0.11 0.128
H -0.582101 -1.075847 -5.218664 -0.05 0.05 0.05 0.131
H 2.366273 -2.319319 -1.592327 0.00 -0.02 0.10 0.092
H 4.742923 -2.041383 -2.180441 -0.08 0.05 -0.05 0.124
H 5.423666 -0.251245 -3.758013 -0.12 -0.03 0.04 0.126
H 3.724048 1.262129 -4.718860 -0.04 -0.07 0.05 0.124
H 1.353976 1.023717 -4.096076 0.05 -0.04 -0.01 0.113
H 1.351525 -3.275808 -3.518038 -0.04 0.01 -0.04 0.100
H 0.452301 -5.352397 -4.463874 -0.06 0.07 0.06 0.124
H -1.980979 -5.789362 -4.438676 0.03 0.09 0.04 0.125
H -3.529205 -4.106153 -3.483433 0.11 0.03 -0.01 0.123
H -2.636569 -1.998778 -2.576605 -0.06 0.05 0.02 0.063
C -3.753673 -0.932533 2.147095 -0.12 -0.15 0.08 -0.240
Sb -3.047574 -1.187718 0.166128 0.52 0.19 -0.05 1.337
C -2.887159 -3.298946 0.169929 -0.12 -0.09 -0.06 -0.249
C -4.762377 -0.898405 -1.044103 0.04 0.06 0.05 -0.250
H -4.183102 -1.889232 2.458707 0.07 0.12 -0.01 0.039
H -4.513509 -0.154030 2.181205 0.05 -0.11 0.03 0.011
H -2.931945 -0.663322 2.809937 -0.05 -0.03 0.00 0.005
H -3.903321 -3.690895 0.050303 0.18 0.02 0.02 0.045
H -2.489389 -3.624134 1.129514 -0.05 0.00 -0.01 0.007
H -2.258537 -3.659141 -0.640563 -0.03 -0.02 0.08 0.002
H -5.624867 -0.960847 -0.376040 0.05 0.01 -0.14 0.037
H -4.799263 -1.705419 -1.774195 -0.08 0.04 0.00 0.016
H -4.749698 0.063930 -1.551111 -0.02 -0.04 -0.01 0.014
C 2.994550 3.277717 -2.040278 0.10 0.00 0.08 -0.007
C 3.173295 2.160496 -1.045611 0.58 0.27 -0.03 -0.232
C 4.445581 1.878960 -0.507844 -0.13 0.02 -0.07 0.095
C 4.671986 0.845239 0.415545 0.27 0.18 -0.06 -0.211
C 6.053618 0.579386 0.971066 -0.14 0.03 -0.11 -0.008
C 3.604938 0.073376 0.806326 -0.11 -0.11 -0.04 0.056
C 2.291734 0.318671 0.300652 0.32 0.05 0.08 -0.257
C 2.128053 1.387306 -0.635117 -0.25 -0.19 0.23 -0.001
N 1.203870 -0.403988 0.642758 -0.66 -0.45 0.28 0.001
C 1.256413 -1.523733 1.650496 0.28 -0.09 0.21 -0.393
C 2.083764 -2.739786 1.163097 0.03 0.19 -0.12 -0.066
C 2.076662 -3.839433 2.235530 -0.13 0.11 0.12 -0.257
C 0.637926 -4.335004 2.424043 0.03 0.03 0.04 -0.093
C -0.228753 -3.163164 2.895959 0.14 0.00 0.01 -0.263
C 0.297704 -2.645020 4.238306 0.02 -0.05 -0.01 -0.092
C 1.732232 -2.145378 4.049757 -0.06 -0.13 -0.11 -0.258
C 2.626099 -3.292122 3.560385 -0.05 0.04 -0.05 -0.088
C 1.747393 -1.006085 3.025973 0.13 0.12 -0.10 -0.061
C -0.166275 -2.029982 1.852476 -0.17 0.02 0.07 -0.185
H 3.636507 3.121617 -2.910527 -0.06 0.01 0.06 0.088
H 3.278177 4.238444 -1.603196 -0.03 -0.06 0.00 0.102
H 1.960228 3.350117 -2.380633 0.04 -0.02 0.03 0.073
H 5.288733 2.493168 -0.822032 -0.10 -0.09 0.04 0.148
H 6.809475 1.190252 0.479028 -0.06 -0.02 0.01 0.091
H 6.330318 -0.469011 0.845535 -0.03 0.04 -0.01 0.095
H 6.088593 0.800186 2.038593 -0.02 0.02 0.00 0.098
H 3.796475 -0.727140 1.504476 -0.04 0.08 -0.19 0.108
H 1.138909 1.600623 -1.028598 -0.03 -0.04 0.07 0.085
H 3.104071 -2.459952 0.899942 -0.03 -0.05 0.04 0.115
H 1.605752 -3.129543 0.261239 0.00 -0.02 -0.13 0.116
H 2.704751 -4.657323 1.886154 0.04 -0.04 -0.05 0.153
H 0.606206 -5.134569 3.169141 0.01 0.04 -0.06 0.138
H 0.252332 -4.750274 1.485110 0.03 0.03 0.06 0.128
H -1.264146 -3.483773 3.008314 -0.09 -0.01 0.00 0.136
H 0.278537 -3.458027 4.969835 -0.03 0.08 -0.02 0.138
H -0.342562 -1.844070 4.627629 0.04 -0.03 -0.05 0.124
H 2.114370 -1.757298 4.994244 0.02 0.04 0.03 0.153
H 2.652738 -4.089017 4.308099 0.01 0.04 -0.05 0.136
H 3.657086 -2.941133 3.428744 -0.08 -0.04 0.02 0.130
H 2.747006 -0.578396 2.963521 -0.13 -0.05 0.11 0.113
H 1.083400 -0.202857 3.342401 0.09 -0.08 -0.03 0.090
H -0.796150 -1.194929 2.207365 0.08 -0.10 -0.04 0.077
H -0.544907 -2.412589 0.889487 0.07 0.03 0.08 0.067
```
Positions in Å, forces in eV/Å.

## Properties
2S+1   1
Lowest unoccupied orbital energy (alpha / beta)   -10.268 / -10.256 eV
Net charge   +3
HOMO energy (alpha / beta)   -15.6 / -15.6 eV
Frontier orbital gap (alpha / beta)   5.33 / 5.35 eV

---

Which value of 2S+1 does entry 3 give?
1